Entry 1:
{
  "formula": "C21H43O3P3Pd",
  "method": "ωB97M-V/def2-TZVPD",
  "s2": 6.017,
  "total_charge": 4,
  "gap_ev": [7.07, 4.97],
  "spin_multiplicity": 5,
  "homo_ev": [-18.806, -19.653],
  "elements": ["P", "C", "H", "H", "H", "C", "H", "H", "H", "C", "H", "H", "H", "P", "C", "H", "H", "H", "C", "H", "H", "H", "C", "H", "H", "H", "P", "C", "H", "H", "H", "C", "H", "H", "H", "C", "H", "H", "H", "Pd", "C", "O", "C", "O", "C", "C", "C", "C", "C", "C", "H", "H", "H", "H", "H", "H", "C", "C", "O", "C", "C", "H", "H", "H", "H", "H", "H", "H", "H", "H", "H"],
  "xyz": [[3.5960, -0.1142, 0.2244], [4.1857, -0.2699, 1.9126], [5.2705, -0.0539, 1.9150], [3.9834, -1.2917, 2.2847], [3.6597, 0.4714, 2.5429], [3.2903, -1.6673, -0.6129], [3.3133, -1.5292, -1.7016], [2.3172, -2.1040, -0.3452], [4.0955, -2.3558, -0.3226], [4.6128, 0.9126, -0.8442], [5.5896, 0.4109, -0.9540], [4.7571, 1.9138, -0.4066], [4.1595, 1.0352, -1.8425], [-0.8777, 3.3465, -1.0260], [-0.8029, 3.8390, 0.7493], [-1.2035, 4.8541, 0.8920], [0.2390, 3.8103, 1.0897], [-1.3807, 3.1259, 1.3504], [0.0123, 4.7688, -1.7837], [-0.0237, 4.6603, -2.8744], [1.0637, 4.7030, -1.4674], [-0.4091, 5.7400, -1.4807], [-2.6578, 3.6725, -1.3682], [-2.9061, 4.7442, -1.3044], [-3.2473, 3.0987, -0.6368], [-2.8831, 3.2827, -2.3696], [-2.9138, -1.9870, 0.2085], [-3.6122, -2.2979, 1.8197], [-4.0503, -3.3050, 1.8046], [-4.3955, -1.5526, 2.0201], [-2.8317, -2.2390, 2.5934], [-4.0748, -1.8544, -1.1446], [-4.7884, -2.6821, -1.0501], [-3.5721, -1.9429, -2.1174], [-4.6210, -0.9038, -1.1128], [-1.6413, -3.1763, -0.2708], [-2.1364, -4.1635, -0.3237], [-0.8223, -3.2047, 0.4719], [-1.2178, -2.9451, -1.2668], [-0.1650, 0.7597, -2.4770], [1.9479, 0.6244, 0.3508], [0.9537, 1.1019, 0.7717], [-2.0841, -0.3505, 0.3568], [-1.6774, 0.6415, 0.8443], [-1.4331, 0.3454, -4.1404], [-0.8427, -0.8169, -3.6641], [0.5508, -0.8683, -3.5178], [1.3285, 0.2343, -3.8743], [0.7192, 1.4251, -4.2540], [-0.6848, 1.5115, -4.3083], [-2.5237, 0.4076, -4.1726], [-1.4536, -1.6672, -3.3530], [1.0218, -1.7669, -3.1233], [2.4142, 0.2015, -3.7172], [1.3141, 2.3284, -4.3837], [-1.1637, 2.4811, -4.4307], [-1.1844, -0.5238, 4.1649], [0.1378, -0.3346, 3.4530], [0.3198, -1.2286, 2.3390], [0.7137, -2.5707, 2.6552], [1.5947, -2.7293, 3.8761], [-2.0289, -0.2853, 3.5039], [-1.2347, 0.1660, 5.0187], [-1.3064, -1.5485, 4.5495], [0.1952, 0.6717, 3.0271], [0.9771, -0.4425, 4.1572], [-0.1896, -3.1916, 2.7678], [1.2355, -2.9328, 1.7585], [1.0542, -2.5150, 4.8075], [1.9229, -3.7733, 3.9327], [2.4949, -2.1037, 3.8293]]
}

---

Entry 2:
{
  "formula": "C21H44AsN6ReSi3",
  "method": "ωB97M-V/def2-TZVPD",
  "s2": 0.771,
  "total_charge": 3,
  "gap_ev": [6.19, 6.55],
  "spin_multiplicity": 2,
  "homo_ev": [-16.845, -16.762],
  "elements": ["Re", "N", "C", "N", "C", "N", "N", "C", "N", "C", "C", "C", "C", "C", "N", "H", "H", "H", "H", "H", "H", "H", "H", "C", "C", "C", "C", "H", "H", "H", "H", "H", "H", "H", "H", "H", "C", "Si", "C", "C", "As", "Si", "C", "C", "C", "Si", "C", "C", "C", "H", "H", "H", "H", "H", "H", "H", "H", "H", "H", "H", "H", "H", "H", "H", "H", "H", "H", "H", "H", "H", "H", "H", "H", "H", "H", "H"],
  "xyz": [[0.4819, -0.0162, 0.2638], [-2.7160, 0.8891, 1.3747], [-2.0090, 1.9850, 1.0492], [-2.5023, 3.1631, 1.3420], [-1.7532, 4.2381, 1.0645], [-2.1903, 5.4274, 1.4068], [-0.5412, 4.1334, 0.4695], [-0.0981, 2.9326, 0.2290], [-0.7740, 1.8018, 0.5042], [1.2501, 2.8021, -0.3453], [1.9314, 3.9201, -0.8087], [3.1820, 3.7587, -1.3820], [3.7328, 2.4862, -1.4309], [3.0116, 1.4332, -0.8956], [1.7921, 1.5743, -0.3806], [-3.6713, 1.0486, 1.6542], [-2.4750, 0.0151, 0.9273], [-3.0933, 5.5145, 1.8492], [-1.6575, 6.2516, 1.1794], [1.4651, 4.8843, -0.7017], [3.7180, 4.6057, -1.7778], [4.6974, 2.3058, -1.8775], [3.4305, 0.4304, -0.8917], [1.0421, -1.1376, -2.9393], [0.0188, -1.9751, -2.1676], [-0.9396, -2.6327, -3.1656], [-0.7475, -1.1218, -1.1593], [1.6448, -1.7746, -3.5823], [1.7176, -0.6080, -2.2579], [0.5411, -0.4075, -3.5733], [0.5372, -2.7709, -1.6105], [-1.5366, -1.8868, -3.6832], [-1.6103, -3.3357, -2.6827], [-0.3637, -3.1718, -3.9128], [-1.5502, -1.7241, -0.7144], [-1.2012, -0.2768, -1.6981], [3.4562, -4.0495, 3.1921], [3.3356, -2.9172, 1.6849], [3.0382, -3.6521, -0.0350], [4.2123, -1.2375, 1.8249], [0.5980, -1.7890, 1.7440], [0.6631, -0.4033, 3.9183], [1.5443, 1.2026, 3.3910], [1.6582, -1.4284, 5.1749], [-1.1569, -0.1218, 4.3916], [-1.2191, -4.0552, 1.9461], [-2.6810, -3.1363, 2.7329], [-0.1663, -5.0978, 3.1328], [-1.3914, -4.7105, 0.1766], [4.4092, -4.5755, 3.1670], [2.6809, -4.8087, 3.2189], [3.4281, -3.5027, 4.1310], [3.9568, -4.0692, -0.4449], [2.6756, -2.8949, -0.7305], [2.3093, -4.4598, 0.0075], [5.1987, -1.2750, 1.3626], [4.3644, -0.9535, 2.8656], [3.6415, -0.4482, 1.3334], [2.5519, 1.0252, 3.0245], [1.6249, 1.8828, 4.2341], [0.9811, 1.7247, 2.6187], [2.7298, -1.3387, 5.0226], [1.3856, -2.4803, 5.1615], [1.4554, -1.0560, 6.1750], [-1.7698, 0.1892, 3.5483], [-1.2081, 0.6652, 5.1408], [-1.6026, -1.0072, 4.8354], [-2.5567, -3.0547, 3.8101], [-3.6048, -3.6878, 2.5662], [-2.8204, -2.1365, 2.3296], [0.2671, -4.4889, 3.9249], [0.6265, -5.6261, 2.6100], [-0.7813, -5.8592, 3.6097], [-1.9889, -4.0558, -0.4521], [-1.8951, -5.6761, 0.1950], [-0.4310, -4.8617, -0.3096]]
}

---

Entry 3:
{
  "formula": "C21H44Br4ClFN3O5P2S2",
  "method": "ωB97M-V/def2-TZVPD",
  "total_charge": 1,
  "gap_ev": 7.80,
  "spin_multiplicity": 1,
  "homo_ev": -11.314,
  "elements": ["C", "C", "C", "C", "C", "C", "C", "C", "C", "C", "Br", "C", "P", "S", "N", "C", "O", "C", "C", "C", "C", "S", "O", "O", "F", "C", "C", "C", "O", "C", "N", "N", "P", "O", "Cl", "H", "H", "H", "H", "H", "H", "H", "H", "H", "H", "H", "H", "H", "H", "H", "H", "H", "H", "H", "H", "H", "H", "H", "H", "H", "H", "H", "H", "H", "H", "H", "H", "H", "H", "H", "H", "H", "H", "H", "H", "H", "H", "H", "C", "Br", "Br", "Br", "H"],
  "xyz": [[7.5568, 0.2579, -0.2321], [6.5064, -0.7579, 0.2322], [6.3895, -1.9746, -0.6987], [4.9198, -2.3482, -0.9418], [4.7012, -3.8293, -1.2785], [3.2400, -4.3092, -1.1070], [2.2122, -3.2226, -1.4034], [0.7394, -3.7383, -1.2327], [0.1695, -3.1616, 0.0838], [-0.9736, -2.1487, -0.1134], [-2.3701, -3.2505, -1.0622], [-0.6134, -0.9411, -1.0426], [-1.7704, -0.6514, -2.5425], [-1.1723, 1.0098, -3.3940], [-0.4558, 0.3819, -0.4400], [-0.7668, 0.5527, 0.9209], [-1.0029, 1.8507, 1.3154], [-0.5655, 2.8868, 0.4060], [-0.7357, 4.2353, 1.0966], [0.0991, 4.4069, 2.3696], [-0.5982, 3.8566, 3.6250], [0.7990, 0.0908, 1.9217], [1.7065, -0.6449, 1.1108], [0.4242, -0.4679, 3.1731], [1.4954, 1.4422, 2.2377], [-1.9292, -0.3312, 1.3530], [-3.3125, -0.1000, 0.7090], [-3.5495, 1.1452, -0.1511], [-4.6794, 0.7819, -0.9770], [-3.9982, 2.3482, 0.6856], [-3.9441, 3.5800, -0.1077], [-1.5186, -1.7795, 1.2590], [-2.8983, -2.9079, 1.8918], [-2.0634, -4.1267, 2.5340], [-3.5990, -1.9296, 3.5711], [7.6193, 1.0726, 0.4906], [7.3169, 0.6962, -1.1988], [8.5331, -0.2270, -0.2536], [6.7761, -1.0571, 1.2460], [5.5524, -0.2331, 0.3306], [6.9015, -2.8304, -0.2579], [6.8647, -1.7332, -1.6506], [4.4914, -1.7177, -1.7234], [4.3743, -2.1165, -0.0212], [5.3149, -4.4002, -0.5816], [5.0488, -4.0115, -2.2954], [3.0771, -4.6833, -0.0934], [3.0926, -5.1157, -1.8249], [2.3255, -2.8930, -2.4393], [2.3163, -2.3357, -0.7827], [0.7206, -4.8217, -1.1703], [0.2063, -3.3959, -2.1158], [0.9323, -2.7924, 0.7688], [-0.3071, -4.0008, 0.5978], [0.3261, -1.1990, -1.5279], [-1.5588, -1.6798, -3.4782], [-3.1128, -0.5434, -2.1317], [0.4804, 0.6862, -0.6763], [-1.1273, 2.9300, -0.5249], [0.5007, 2.8021, 0.1740], [-0.3626, 4.9604, 0.3688], [-1.7814, 4.4701, 1.2650], [1.1157, 4.0282, 2.2768], [0.1998, 5.4804, 2.5462], [-0.5749, 2.7679, 3.5963], [-1.6323, 4.1928, 3.6862], [-0.0695, 4.1805, 4.5199], [-2.0212, -0.1544, 2.4239], [-4.0454, -0.0450, 1.5134], [-3.6494, -0.9372, 0.0961], [-2.7490, 1.3931, -0.8493], [-4.6692, 1.3694, -1.7523], [-3.4403, 2.4323, 1.6169], [-5.0410, 2.1272, 0.9460], [-4.7028, 3.5132, -0.7828], [-4.2275, 4.3630, 0.4756], [-0.7488, -1.9812, 1.9184], [-2.1692, -4.9071, 1.9591], [-6.8788, 4.1227, -3.7689], [-8.2420, 3.1166, -4.6783], [-7.5361, 4.9186, -2.1416], [-5.3018, 3.0546, -3.4428], [-6.5799, 4.9286, -4.4241]]
}

---

Number 1: DFT total energy -59915.7290 eV. Number 2: DFT total energy -118009.9490 eV. Number 3: DFT total energy -372849.4507 eV.